{"formula": "C36H84Cl12O12", "method": "the ωB97M-V functional and the def2-TZVPD basis", "species": ["Cl", "Cl", "Cl", "Cl", "Cl", "Cl", "Cl", "Cl", "Cl", "Cl", "Cl", "Cl", "O", "O", "O", "O", "O", "O", "O", "O", "O", "O", "O", "O", "C", "C", "C", "C", "C", "C", "C", "C", "C", "C", "C", "C", "C", "C", "C", "C", "C", "C", "C", "C", "C", "C", "C", "C", "C", "C", "C", "C", "C", "C", "C", "C", "C", "C", "C", "C", "H", "H", "H", "H", "H", "H", "H", "H", "H", "H", "H", "H", "H", "H", "H", "H", "H", "H", "H", "H", "H", "H", "H", "H", "H", "H", "H", "H", "H", "H", "H", "H", "H", "H", "H", "H", "H", "H", "H", "H", "H", "H", "H", "H", "H", "H", "H", "H", "H", "H", "H", "H", "H", "H", "H", "H", "H", "H", "H", "H", "H", "H", "H", "H", "H", "H", "H", "H", "H", "H", "H", "H", "H", "H", "H", "H", "H", "H", "H", "H", "H", "H", "H", "H"], "positions_angstrom": [[-3.15546, 3.30529, 2.23709], [-0.47244, 0.90747, 4.42675], [3.00726, -3.50725, -2.62849], [6.44569, -2.37162, 0.46286], [8.59029, 0.09611, 2.10088], [1.16998, -4.79763, 0.97741], [6.11156, 1.43108, -0.46511], [-0.56417, -5.64070, -2.63748], [6.71320, 1.46444, -3.82112], [-3.71348, -3.55139, 3.83588], [-0.31086, -4.01000, 3.79786], [2.48879, -0.46932, -3.63358], [-7.52326, -4.60862, -0.83777], [-3.82361, 3.39188, -4.19428], [7.34965, 3.24243, 3.11545], [-2.90307, -2.10766, -4.35152], [-5.05527, 2.72257, -1.21583], [5.85458, 0.88410, 4.50507], [2.04953, -0.19366, 1.29938], [-0.83115, -0.74284, 0.63755], [-0.33789, 4.73933, 0.84777], [-5.92670, -1.60017, -4.18930], [-5.07081, -2.64177, 0.09638], [1.31500, 3.33904, 2.92522], [-1.89177, 2.97061, 3.44310], [-4.99723, -0.67096, -4.70944], [1.52711, -0.39456, -0.06518], [7.46470, 2.20657, -1.32355], [-1.45791, -2.15522, -4.05489], [-5.96695, -2.24337, 1.08124], [4.89340, 0.05880, 5.21808], [5.74213, 2.35923, 4.80552], [3.24656, 0.64292, 1.22942], [0.10081, -5.87556, 0.03735], [0.59548, -6.23953, -1.38972], [-5.79251, -2.90796, -4.69923], [4.11635, -1.29339, -3.65140], [-5.57745, -2.97088, -1.19980], [-3.30717, 3.47794, -2.83002], [-5.58925, 1.87049, -0.28739], [4.26008, -2.17969, -2.45132], [7.82771, -1.45998, 2.60980], [0.29370, -1.31378, -0.00691], [1.77220, 3.79543, 4.20876], [-1.40979, 1.60563, 3.08118], [-5.24735, 3.22339, -4.34216], [0.93341, 4.18583, 0.68359], [-3.50154, -0.81435, -4.13199], [1.85989, 4.11085, 1.90932], [-1.16319, -2.49484, 3.42759], [6.40354, -1.60432, 2.01615], [6.95017, 2.78599, -2.67874], [-8.47575, -4.58172, -1.90201], [7.01236, 3.10064, 4.46941], [-1.00930, 4.69075, -0.47354], [-1.87690, -0.36594, -0.12986], [-2.51048, -2.67539, 2.78309], [-3.84007, 2.41257, -1.84069], [6.29812, 3.70030, 2.26952], [-6.07582, -4.43409, -1.21038], [1.61091, -5.90108, -1.59569], [7.06949, 4.04335, 5.01361], [7.74074, 3.11816, -0.79354], [-9.33033, -5.02222, -1.38843], [-5.52727, -4.96474, -0.43218], [-0.04338, -6.87201, 0.45495], [0.62939, -7.32569, -1.47467], [-1.14832, -1.48285, -3.25478], [5.40724, -0.17374, 6.15081], [8.36335, 1.59211, -1.37808], [-2.46506, -3.25162, 1.85897], [-4.84212, 1.51862, 0.42402], [4.17778, -1.73481, -1.45965], [1.53001, 4.85630, 4.27201], [2.82785, 3.64390, 1.72734], [3.92758, 0.31689, 0.44328], [-0.51813, -1.72962, 2.99580], [2.99186, 1.67803, 1.00186], [-6.33866, 2.41994, 0.28232], [1.44680, 4.74353, -0.09969], [2.79465, 3.67674, 4.56740], [-4.00539, 1.37217, -2.12059], [-5.59266, 2.46877, -3.63546], [-1.22679, -3.20689, -3.88554], [3.68314, 0.63655, 2.22815], [7.85458, 2.48538, 4.78597], [6.69853, 3.98175, 1.29559], [0.06876, -1.57983, -1.03974], [5.81510, 4.60057, 2.64939], [2.00416, 5.15415, 2.19007], [-2.22212, 3.57709, -2.86087], [-3.59636, 4.44844, -2.42680], [4.94141, 2.79686, 4.20933], [0.53847, -2.30075, 0.38560], [-1.54777, -0.08819, -1.13117], [-4.91010, -0.70757, -5.79534], [-6.28076, -2.21473, -1.54864], [-5.13686, -3.40873, -3.98686], [-1.47334, -2.05026, 4.37324], [-2.26464, 0.95176, 2.90859], [-5.12325, -3.10997, -5.53552], [7.64793, -1.36492, 3.68066], [-5.81058, -4.93862, -2.13947], [4.92506, -0.60101, -3.88530], [-1.08970, 3.70574, 3.37696], [1.20473, 0.55108, -0.50098], [5.81313, -0.69175, 1.93418], [-4.72752, -3.09474, -1.87090], [-2.93073, -1.67917, 2.64510], [-6.47443, -3.14626, 1.42089], [-5.38522, -1.63405, 1.77293], [5.21876, -2.67995, -2.58831], [-0.78264, 1.81002, 2.21341], [-3.00603, 0.04342, -4.58675], [-0.91821, -5.49138, 0.08285], [5.55796, 2.92287, 2.08014], [-5.82360, 4.11892, -4.10963], [0.86425, 3.14432, 0.36963], [5.73246, -2.26223, 2.56835], [-3.03548, 2.25613, -1.12217], [6.00212, 3.31129, -2.56317], [1.26083, 3.28078, 5.02222], [-0.86980, -1.87612, -4.92915], [-2.25154, 0.55982, 0.30686], [-1.33329, 3.69857, -0.78772], [-1.89864, 5.30261, -0.32259], [7.74444, 3.40885, -3.09020], [-5.46495, 2.96461, -5.37840], [-3.53832, -0.48384, -3.09397], [-8.62825, -3.61826, -2.38841], [-0.52826, 5.26018, -1.26881], [-2.30448, 3.03859, 4.44966], [8.43507, -2.35784, 2.49556], [2.19325, -0.95598, -0.72028], [-6.11290, 1.04034, -0.76145], [4.00785, 0.63402, 5.48832], [-8.12384, -5.20801, -2.72179], [-5.38483, 0.28085, -4.34624], [-6.63918, -1.48429, 0.68124], [-2.72318, -1.05129, -0.08302], [4.26732, -1.83398, -4.58577], [-6.75815, -3.40615, -4.78549], [5.44463, 2.61988, 5.82122], [4.68088, -0.85231, 4.65877]], "mulliken_charge": [-0.176, -0.246, -0.144, -0.206, -0.155, -0.151, 0.100, -0.228, -0.210, -0.217, -0.186, -0.143, -0.224, -0.444, -0.362, -0.419, -0.446, -0.167, -0.289, 0.170, -0.399, -0.363, 0.215, 0.120, -0.375, -0.468, 0.720, -0.675, -0.210, -0.756, -0.826, 0.270, 0.338, -0.412, -0.231, -0.563, -0.113, 0.299, -0.792, -0.514, 0.007, -0.340, 0.119, -0.866, 0.340, -0.477, -0.127, 0.118, -0.725, 0.091, -0.030, -0.475, -0.653, -0.705, -0.776, -0.818, 0.373, 1.914, -0.201, -0.760, 0.160, 0.350, 0.241, 0.268, 0.422, 0.388, 0.337, 0.017, 0.327, 0.338, 0.164, 0.106, -0.269, 0.475, 0.066, -0.254, -0.229, -0.068, 0.337, 0.497, 0.127, -0.268, 0.057, 0.039, 0.074, 0.283, 0.253, 0.030, 0.357, 0.608, 0.298, 0.472, -0.340, -0.550, 0.520, 0.375, 0.402, 0.085, 0.416, 0.175, 0.333, 0.138, 0.472, -0.065, 0.072, 0.097, -0.160, -0.235, -0.322, 0.301, 0.187, 0.383, -0.291, 0.616, 0.130, -0.228, 0.292, -0.135, 0.339, -0.833, 0.290, 0.262, 0.329, 0.107, 0.086, 0.401, 0.374, 0.281, -0.401, 0.315, 0.469, 0.522, 0.464, -0.518, 0.206, 0.348, 0.352, 0.155, 0.394, -0.077, 0.374, 0.286, 0.506, 0.166], "gap_ev": [8.97, 2.64], "s2": 0.76, "charge": 1, "e_homo_ha": [-0.4070, -0.4070], "multiplicity": 2, "e_lumo_ev": [-2.11, -8.43]}